No. 1
DFT (wB97M-V/def2-TZVPD) results for a structure of composition C23H44Cl3N4O3SSiTi.

```
80
Properties=species:S:1:pos:R:3:forces:R:3
C -7.401906 -1.457229 -3.008080 -0.1 0.2 -0.1
C -8.069025 -2.745526 -2.630816 -0.5 -0.8 -0.1
H -7.427732 -1.306558 -4.093377 0.1 0.1 0.3
H -6.353832 -1.454570 -2.678207 -0.3 0.0 -0.1
H -7.907649 -0.598909 -2.537122 0.2 -0.2 -0.1
C -8.926316 -3.410424 -3.419552 0.4 0.4 0.6
C -9.438785 -2.894906 -4.723065 -0.2 -0.2 -0.6
H -9.294800 -4.393649 -3.119196 0.0 0.4 0.1
H -8.652944 -2.437843 -5.342571 -0.2 -0.1 0.2
H -10.236725 -2.145896 -4.592000 0.2 -0.2 0.0
H -9.870399 -3.733734 -5.283450 0.1 0.3 -0.1
Ti -0.189819 0.358827 -0.023583 1.0 0.1 0.2
Cl -0.279636 1.759211 1.775248 -0.1 1.1 1.9
Cl -2.382507 0.352913 -0.696995 -2.0 0.0 -0.5
C -1.536034 -1.217463 2.055599 1.8 1.1 -2.2
O -0.600735 -1.227179 1.199307 -2.0 -0.9 2.1
N -1.942845 -2.329712 2.651249 -0.5 -1.3 0.9
C -1.322852 -3.615474 2.329580 -0.3 0.3 0.1
C -3.076059 -2.329064 3.570904 0.2 0.1 -0.4
H -2.052143 -0.274369 2.304162 0.2 -0.4 0.0
H -0.387775 -3.442373 1.792808 -0.2 0.1 0.1
H -1.996062 -4.219996 1.703490 0.1 0.1 0.1
H -1.126513 -4.163177 3.257621 0.0 0.0 -0.1
H -3.334387 -1.291899 3.813052 0.0 -0.2 -0.1
H -2.814376 -2.857421 4.493177 0.0 0.0 -0.1
H -3.953299 -2.815967 3.117382 0.2 0.1 0.1
H -0.712727 0.312693 -4.948784 0.2 -0.2 0.1
H -2.030598 -1.604562 -3.096721 0.3 -0.1 0.0
C 0.139173 -0.372800 -4.818217 0.1 -0.2 0.1
C -1.137404 -2.093390 -3.516656 -0.2 0.3 0.1
N -0.011806 -1.169555 -3.608885 0.0 -0.1 -0.3
H 1.060661 0.215935 -4.745659 -0.3 -0.1 0.0
C 0.629709 -0.832865 -2.493598 -0.8 -0.2 2.6
O 0.180294 -1.161277 -1.348317 1.0 -1.3 -3.3
H -0.866033 -2.940458 -2.876175 -0.1 0.3 -0.1
H 1.563923 -0.262937 -2.589944 -0.4 0.0 0.0
H 0.188431 -1.047735 -5.679228 0.1 0.2 0.0
H -1.348395 -2.446706 -4.527579 0.0 -0.1 0.0
O -6.363642 -3.915210 -1.501920 -0.5 -0.1 -0.2
C -7.635974 -3.316150 -1.285509 0.6 -0.2 -0.1
C -8.572530 -5.660391 -0.975690 -0.2 0.0 0.2
C -8.611015 -4.301703 -0.660814 0.1 0.4 0.1
H -7.802766 -6.032309 -1.659544 -0.3 0.2 0.3
C -9.528211 -6.521375 -0.421962 0.1 0.3 0.0
H -7.526629 -2.450135 -0.616093 0.0 -0.1 0.1
C -9.567456 -3.804591 0.235191 0.1 -0.4 -0.4
H -9.483297 -7.585103 -0.655156 -0.1 0.2 0.1
C -10.532668 -6.014386 0.409536 0.1 0.0 -0.1
C -10.547190 -4.655505 0.742450 0.1 0.0 0.0
H -9.532208 -2.740699 0.480661 -0.2 -0.3 0.0
H -11.307922 -6.679291 0.796566 0.3 0.2 -0.1
H -11.321998 -4.255927 1.398028 0.2 -0.2 -0.1
Si -4.998158 -4.231899 -0.616757 0.2 0.7 -0.3
Cl 0.480034 1.989377 -1.533524 0.7 1.5 -1.5
C -4.341962 -5.845421 -1.289989 0.0 -0.2 0.0
C -5.431923 -4.395551 1.190648 -0.1 -0.2 0.3
C -3.810291 -2.830283 -0.952426 -0.1 -0.3 0.2
H -5.134208 -6.606283 -1.326963 0.2 0.1 0.0
H -3.526483 -6.226546 -0.659168 -0.1 0.1 -0.2
H -3.956714 -5.708542 -2.310245 -0.1 0.0 0.2
H -3.710284 -2.671377 -2.037131 0.0 -0.1 0.3
H -2.810041 -3.033763 -0.545660 -0.1 0.2 -0.1
H -4.156736 -1.885796 -0.512801 0.2 -0.1 -0.1
H -6.257817 -5.106781 1.328567 0.1 0.1 0.0
H -5.737782 -3.436026 1.626969 0.1 -0.1 -0.1
H -4.566664 -4.770968 1.755727 -0.2 0.1 -0.1
C 4.228664 2.420867 2.390264 -0.3 0.3 0.1
N 3.036716 1.875435 1.753776 0.0 -0.2 0.5
C 3.106004 1.175700 0.604482 -0.7 -1.3 -0.2
S 2.241874 -0.286985 0.370608 1.6 0.4 0.5
N 3.909635 1.615473 -0.381648 0.2 0.5 -0.5
C 4.252382 3.022363 -0.610034 0.1 -0.3 -0.2
H 5.100659 2.315349 1.737249 -0.2 0.0 0.2
H 4.411317 1.894898 3.332554 0.1 0.0 -0.1
H 4.061863 3.476075 2.635196 0.3 0.0 -0.1
H 2.305230 1.545550 2.393363 0.2 0.2 -0.6
H 3.880483 1.034625 -1.220318 -0.2 0.3 0.6
H 5.340240 3.129474 -0.540127 -0.1 0.3 0.1
H 3.940437 3.299073 -1.623545 0.0 0.0 0.2
H 3.755350 3.686327 0.106303 0.1 -0.3 -0.2
```
Forces are in eV/Å.

## Properties
* Kohn-Sham gap (spin up / spin down): 0.1028 / 0.2507 Ha
* net charge: -1
* F_max: 0.0717 hartree/bohr
* spin multiplicity: 3
* electronic energy: -4265.5284 Ha

These are the Löwdin partial charges, in e, on atoms 1 to 6:
1 C -0.029
2 C -0.231
3 H 0.069
4 H 0.088
5 H 0.095
6 C -0.103



No. 2
DFT (wB97M-V/def2-TZVPD) results for an isolated molecule of C14H27FN2O6.

```
50
Properties=species:S:1:pos:R:3:forces:R:3
C 1.875942 -2.500093 2.892818 -0.2 -0.9 0.9
C 2.609784 -1.207141 3.461736 0.1 -0.2 0.9
C 2.524930 0.150536 2.634701 0.6 -0.3 0.6
C 2.022298 0.086120 1.123408 0.0 2.7 -1.1
N 2.574210 -0.972019 0.195794 -1.1 -0.6 1.9
N 2.690354 1.327866 0.534065 -1.7 0.3 -1.4
C 1.825822 2.010930 -0.462526 1.9 1.0 -0.8
O 2.204022 3.013895 -1.110097 -1.6 -3.6 2.4
C 0.383407 1.245499 -0.544538 2.0 1.3 0.3
C 0.501422 0.311024 -1.850174 -1.0 -1.4 0.3
O 1.704275 0.553598 -2.625005 -0.2 1.2 2.7
O 1.623271 -0.038570 -3.843350 -0.5 -1.7 -1.9
C -0.679517 2.462692 -0.573766 -1.0 0.4 0.2
O -1.372192 2.596125 -1.837898 -1.0 -0.6 0.5
C -2.577458 1.792287 -1.798622 1.3 -1.6 -0.2
O -3.148345 1.629290 -3.133559 -0.3 -0.5 1.5
C -4.031588 0.466280 -3.026139 -0.2 -0.4 0.7
C -3.311371 -0.909637 -3.419652 -0.3 -0.3 0.4
O -3.072695 -1.620528 -2.155309 0.3 0.0 -0.8
C 0.472978 0.530862 0.902214 -1.1 0.4 -0.1
C -0.685112 -0.473858 1.342239 -0.2 -0.3 0.7
C -0.828984 -0.522421 2.955658 -0.7 -0.1 -0.7
F -2.001846 -0.055193 0.863187 2.0 -0.2 0.3
H 1.230319 -2.938528 3.742884 1.0 0.6 -1.4
H 2.640732 -3.315974 2.649016 -1.1 1.2 0.1
H 1.177572 -2.355188 2.012592 1.0 0.0 1.1
H 2.171706 -1.000900 4.509068 0.7 -0.3 -1.6
H 3.708536 -1.490577 3.661298 -1.7 0.5 -0.4
H 1.908208 0.900671 3.256105 0.8 -1.0 -1.4
H 3.584399 0.606760 2.609887 -1.7 -0.7 -0.1
H 1.845172 -1.681693 -0.007723 0.9 0.4 0.4
H 3.339178 -1.410679 0.741097 -0.7 -0.1 -0.7
H 3.533201 0.953755 0.072121 -0.3 0.9 0.2
H 0.566717 -0.782929 -1.485489 -0.2 1.4 -0.4
H -0.399730 0.367256 -2.542936 1.1 0.3 0.9
H 1.874949 -0.991351 -3.737434 -0.1 1.0 0.3
H -1.496900 2.356702 0.233972 1.4 -0.2 -0.9
H -0.173688 3.477440 -0.373627 -0.5 -1.8 -0.5
H -2.242709 0.730496 -1.487960 -0.7 1.5 -0.1
H -3.329218 2.181179 -1.033755 0.8 -0.2 -1.1
H -5.002214 0.598010 -3.606622 1.5 0.2 0.4
H -4.328111 0.414312 -1.913889 0.2 -0.4 -1.7
H -3.981726 -1.606942 -4.047983 0.9 1.4 0.6
H -2.315920 -0.712795 -3.940716 -1.4 -0.1 0.5
H -2.623639 -2.471063 -2.336241 -0.4 0.7 0.0
H 0.289150 1.425772 1.601721 0.6 -1.2 -0.8
H -0.552551 -1.537548 0.916917 -0.2 1.7 0.6
H -1.874792 -0.123605 3.232602 1.6 -0.7 -0.6
H -0.087329 0.148596 3.494343 -0.7 -1.1 -0.8
H -0.764920 -1.618723 3.255567 0.0 1.6 0.0
```
Forces are in eV/Å.

## Properties
* Kohn-Sham gap: 0.3543 Ha
* net charge: 0
* F_max: 0.0899 hartree/bohr
* electronic energy: -1210.1846 Ha

These are the Löwdin partial charges, in e, on atoms 1 to 6:
1 C -0.141
2 C -0.238
3 C -0.140
4 C -0.404
5 N 0.092
6 N 0.078



No. 3
DFT (wB97M-V/def2-TZVPD) results for a cluster of 2 separate species, C2H6N2O in total.

```
11
Properties=species:S:1:pos:R:3:forces:R:3
N 2.756847 -1.298358 0.242734 -0.5 -0.1 -0.4
C 3.802606 -0.430716 0.196782 0.1 -0.2 0.2
O 4.880131 -0.623306 0.705791 0.0 0.1 0.1
H 2.857224 -2.210951 0.661510 0.3 0.1 0.0
H 2.021341 -1.211598 -0.446244 0.1 0.1 0.3
H 3.545868 0.507322 -0.320797 0.0 0.0 -0.1
C -3.996978 1.021177 0.185460 0.2 0.3 0.3
N -3.888988 0.596838 -0.990253 -0.4 -0.5 -0.5
H -4.068296 0.285437 0.980138 0.1 -0.1 0.2
H -3.993487 2.069194 0.514621 -0.2 -0.1 -0.3
H -3.916266 1.294966 -1.729740 0.3 0.4 0.3
```
Forces are in eV/Å.

## Properties
* Kohn-Sham gap: 0.4031 Ha
* net charge: 0
* F_max: 0.0161 hartree/bohr
* electronic energy: -264.5293 Ha

These are the Löwdin partial charges, in e, on atoms 1 to 6:
1 N 0.105
2 C -0.434
3 O 0.013
4 H 0.102
5 H 0.093
6 H 0.123